# 1
This record from the Open Molecules 2025 dataset describes a structure of composition C27H57IrN4OP. The level of theory is wB97M-V/def2-TZVPD.

Last column: Mulliken charge in e.
Atoms and positions in Å:
Ir1 -0.037 -0.038 0.078  3.134
N1 1.862 -0.800 -1.034  -0.805
C1 1.440 -1.298 -2.355  -1.001
C2 0.367 -0.399 -2.959  -0.418
N2 -0.888 -0.414 -2.188  -0.166
C3 -1.619 -1.680 -2.376  -0.865
C4 -2.051 -2.328 -1.062  -0.807
N3 -0.899 -2.432 -0.168  -0.569
C5 -1.709 0.761 -2.508  -0.316
C6 -2.786 1.009 -1.458  -0.815
N4 -2.145 1.271 -0.164  -0.619
H1 2.476 0.001 -1.138  -0.122
H2 2.382 -1.511 -0.535  0.244
H3 1.055 -2.308 -2.221  0.546
H4 2.275 -1.354 -3.059  0.595
H5 0.743 0.625 -2.959  0.179
H6 0.196 -0.699 -4.000  0.300
H7 -0.971 -2.387 -2.898  0.553
H8 -2.495 -1.527 -3.013  0.378
H9 -2.511 -3.295 -1.287  0.505
H10 -2.794 -1.710 -0.561  0.229
H11 -0.259 -3.159 -0.470  0.171
H12 -1.188 -2.644 0.779  0.262
H13 -2.171 0.664 -3.499  0.363
H14 -1.049 1.631 -2.519  -0.331
H15 -3.432 0.137 -1.367  0.322
H16 -3.409 1.841 -1.793  0.570
H17 -2.762 1.080 0.615  0.256
H18 -1.865 2.243 -0.102  -0.019
C7 0.979 -1.870 3.414  -0.793
O1 0.659 -0.634 2.793  -0.183
C8 -0.528 -0.567 2.078  0.155
C9 -1.796 -0.668 2.863  -1.262
H19 1.841 -1.686 4.052  0.241
H20 1.236 -2.626 2.663  0.242
H21 0.156 -2.245 4.025  0.322
H22 -1.747 -1.458 3.618  0.392
H23 -2.644 -0.881 2.208  0.266
H24 -2.024 0.265 3.401  0.272
C10 -0.022 6.755 -2.340  -0.761
C11 0.283 5.686 -3.403  -0.937
C12 0.379 4.282 -2.783  -0.619
C13 0.983 4.376 -1.376  0.275
C14 -0.050 5.057 -0.462  -0.681
C15 -0.844 6.151 -1.206  -0.962
P1 1.553 2.696 -0.764  0.557
C16 3.273 2.553 -1.549  -0.184
C17 4.153 3.822 -1.642  -1.259
C18 4.258 4.351 -3.071  -0.518
C19 4.973 3.339 -3.975  -0.915
C20 4.581 1.896 -3.610  -1.137
C21 3.214 1.862 -2.926  0.925
C22 2.057 3.003 1.024  0.562
C23 3.004 4.190 1.279  -0.920
C24 3.013 4.625 2.757  -0.991
C25 2.701 3.447 3.670  -0.794
C26 1.249 3.013 3.452  -0.927
C27 0.844 3.087 1.964  0.294
H25 -0.560 7.588 -2.792  0.508
H26 0.907 7.163 -1.933  0.285
H27 1.223 5.931 -3.902  0.241
H28 -0.496 5.687 -4.168  0.486
H29 0.968 3.640 -3.438  -0.085
H30 -0.617 3.833 -2.708  0.389
H31 1.873 5.005 -1.437  0.587
H32 0.457 5.500 0.396  0.195
H33 -0.753 4.313 -0.074  -0.182
H34 -1.142 6.925 -0.499  0.487
H35 -1.763 5.732 -1.626  0.341
H36 3.777 1.855 -0.866  0.946
H37 5.160 3.569 -1.297  0.630
H38 3.797 4.615 -0.990  0.174
H39 4.800 5.297 -3.070  0.581
H40 3.257 4.563 -3.460  -0.214
H41 6.053 3.459 -3.874  0.358
H42 4.725 3.546 -5.018  0.377
H43 5.324 1.460 -2.937  0.374
H44 4.556 1.274 -4.507  0.421
H45 2.887 0.824 -2.823  -0.827
H46 2.492 2.355 -3.579  0.006
H47 2.592 2.074 1.266  0.501
H48 2.724 5.046 0.663  -0.033
H49 4.016 3.899 0.994  0.354
H50 2.264 5.405 2.925  0.307
H51 3.985 5.058 2.996  0.507
H52 2.854 3.723 4.714  0.481
H53 3.385 2.622 3.450  0.307
H54 0.593 3.671 4.026  0.436
H55 1.104 2.001 3.824  0.193
H56 0.312 4.022 1.783  0.182
H57 0.158 2.266 1.740  -0.730

Atoms 1-6, force components in eV/Å:
-0.2357 -0.9663 0.5993
-0.1452 0.1396 -0.1211
-0.1121 0.0584 -0.0939
0.1357 -0.0796 0.0043
0.1887 0.2806 0.0703
-0.0700 -0.1323 0.2760

Multiplicity ... 5
ΔE to the lowest compared entry with this formula, charge and spin ... 8.5 kcal/mol
Charge ... +1
Expectation value of S² ... 6.010
HOMO level (spin up / spin down) ... -8.5 / -10.7 eV
Orbital gap (spin up / spin down) ... 6.46 / 8.23 eV
LUMO (spin up / spin down) ... -2.06 / -2.51 eV

# 2
This record from the Open Molecules 2025 dataset describes a cluster of 11 separate species, C27H57N3O30 in total. The level of theory is wB97M-V/def2-TZVPD.

Last column: Mulliken charge in e.
Atoms and positions in Å:
C1 17.489 12.856 18.025  -0.488
O1 16.845 11.758 17.360  -0.315
C2 17.280 11.410 16.135  0.842
O2 18.139 11.987 15.485  -0.604
O3 16.482 10.384 15.769  -0.228
C3 16.717 9.835 14.506  -0.680
H1 17.693 13.699 17.336  0.172
H2 18.386 12.537 18.478  0.339
H3 16.719 13.028 18.824  0.184
H4 17.545 9.134 14.560  0.369
H5 16.996 10.604 13.745  0.255
H6 15.779 9.294 14.302  0.232
C4 13.348 12.602 14.286  0.008
O4 13.363 11.181 13.982  -0.287
C5 13.355 10.251 15.004  0.681
O5 13.131 9.094 14.751  -0.609
O6 13.521 10.682 16.215  -0.216
C6 13.576 9.628 17.217  -0.802
H7 13.647 13.058 13.371  -0.259
H8 14.133 12.877 15.049  0.190
H9 12.325 12.829 14.628  0.328
H10 14.055 10.053 18.135  0.194
H11 14.073 8.786 16.906  0.386
H12 12.547 9.372 17.420  0.351
C7 13.758 17.495 17.414  -0.407
O7 15.217 17.165 17.206  -0.395
C8 15.426 16.213 16.383  1.010
O8 14.601 15.451 15.953  -0.480
O9 16.732 16.108 16.254  -0.397
C9 17.173 15.141 15.334  -0.522
H13 13.862 18.404 18.024  0.262
H14 13.202 16.701 17.875  0.293
H15 13.385 17.761 16.465  0.034
H16 18.228 14.885 15.467  0.377
H17 16.903 15.430 14.326  0.095
H18 16.613 14.269 15.470  0.120
C10 13.350 19.205 10.241  0.049
O10 14.457 20.146 10.568  0.308
C11 14.279 21.408 10.997  0.424
O11 15.139 22.198 11.047  -0.569
O12 12.957 21.622 11.270  -0.385
C12 12.634 22.838 11.971  -0.737
H19 12.721 18.918 11.035  0.271
H20 13.902 18.382 10.015  -0.659
H21 12.702 19.522 9.448  0.457
H22 12.912 23.748 11.334  0.258
H23 13.002 22.832 12.997  0.278
H24 11.552 22.873 12.058  0.265
C13 12.548 16.820 7.966  -0.441
O13 11.451 16.092 8.609  -0.454
C14 11.601 15.470 9.763  0.709
O14 12.528 15.697 10.536  -0.254
O15 10.479 14.751 9.991  -0.407
C15 10.354 14.215 11.287  -0.571
H25 12.892 16.154 7.231  0.410
H26 13.410 17.034 8.605  -0.027
H27 12.110 17.650 7.414  0.311
H28 9.696 14.855 11.823  0.313
H29 11.373 14.125 11.832  0.154
H30 9.904 13.206 11.228  0.275
C16 15.750 10.463 10.748  -0.641
O16 16.924 11.257 11.023  -0.194
C17 17.431 11.916 9.967  0.808
O17 17.040 11.912 8.825  -0.603
O18 18.439 12.637 10.548  -0.323
C18 18.990 13.730 9.757  -0.520
H31 15.226 10.849 9.914  0.437
H32 15.183 10.485 11.671  0.066
H33 16.113 9.448 10.668  0.286
H34 19.502 13.343 8.896  0.473
H35 19.763 14.211 10.416  0.106
H36 18.265 14.426 9.387  0.164
C19 20.507 19.284 8.655  -0.743
O19 20.296 18.058 9.362  -0.368
C20 19.476 18.057 10.384  0.821
O20 18.899 18.983 10.880  -0.534
O21 19.502 16.809 10.824  -0.250
C21 19.126 16.735 12.208  -0.592
H37 21.523 19.475 8.806  0.307
H38 19.858 20.017 9.088  0.320
H39 20.225 19.058 7.620  0.258
H40 18.025 16.883 12.359  0.000
H41 19.538 17.580 12.755  0.446
H42 19.510 15.819 12.605  0.299
C22 15.727 14.222 11.594  -0.663
O22 15.772 14.685 10.227  -0.611
C23 16.044 15.956 9.996  0.956
O23 16.073 16.817 10.847  -0.131
O24 16.308 16.178 8.735  -0.532
C24 16.506 17.535 8.490  0.540
H43 16.747 14.310 11.987  0.246
H44 15.392 13.205 11.480  -0.002
H45 15.020 14.799 12.139  0.614
H46 17.233 17.991 9.190  -0.317
H47 15.614 18.197 8.577  -0.467
H48 16.769 17.664 7.420  0.437
C25 11.509 17.809 13.884  -0.548
N1 10.257 17.384 13.177  0.936
O25 9.305 17.136 13.847  -0.585
O26 10.300 17.208 11.990  -0.513
H49 11.278 18.136 14.903  0.285
H50 11.904 18.648 13.364  0.050
H51 12.164 16.924 13.903  0.346
C26 15.853 21.287 7.966  -0.499
N2 14.727 20.590 7.274  1.018
O27 13.629 20.942 7.584  -0.575
O28 15.010 19.582 6.558  -0.566
H52 15.790 22.334 7.683  0.309
H53 16.834 21.002 7.601  0.274
H54 15.734 21.193 9.050  0.026
C27 16.571 20.280 13.378  -0.807
N3 15.316 19.715 14.000  0.904
O29 15.397 18.568 14.320  -0.419
O30 14.320 20.405 14.104  -0.578
H55 16.963 19.551 12.661  0.239
H56 17.248 20.349 14.238  0.330
H57 16.242 21.317 13.070  0.267

Atoms 1-6, force components in eV/Å:
-1.9837 0.3197 0.0094
0.5841 -0.2280 -0.6881
-0.2472 0.8087 -0.0795
-1.1313 -1.1872 0.8519
0.8913 1.2795 0.9354
-0.0052 -0.3059 -1.3959

ΔE to the lowest compared entry with this formula, charge and spin ... 0.0 kcal/mol
Charge ... 0
SMILES ... C[N+](=O)[O-].C[N+](=O)[O-].C[N+](=O)[O-].COC(=O)OC.COC(=O)OC.COC(=O)OC.COC(=O)OC.COC(=O)OC.COC(=O)OC.COC(=O)OC.COC(=O)OC
HOMO level ... -10.6 eV
Orbital gap ... 10.61 eV
LUMO ... -0.03 eV